50
Properties=species:S:1:pos:R:3 method="wB97M-V/def2-TZVPD" spin_multiplicity=3 charge=+1 homo_lumo_gap_ev="5.819 / 7.109" lumo_energy_ev="-4.07 / -3.63" homo_energy_ev="-9.9 / -10.7" energy_ha=-3133.5406 e_above_lowest_ev=3.7962
V 1.92706 -0.53327 -0.35120
N 1.75816 -0.92060 1.73510
C 1.85254 0.35477 2.54733
C 1.02762 1.47735 1.91133
C 1.56327 1.64555 0.51699
O 2.61907 2.16105 0.25795
O 0.89640 0.90887 -0.43800
H 0.84650 -1.34849 1.88429
H 2.44879 -1.58530 2.06954
H 2.90252 0.64142 2.56346
H 1.53064 0.16891 3.56905
H 1.16225 2.39487 2.47998
H -0.03079 1.22090 1.87492
C 6.92516 -2.89257 -0.24090
N 5.91715 -1.82513 -0.29517
C 6.16018 -0.47095 -0.37943
C 4.95175 0.13661 -0.42189
N 3.96169 -0.84459 -0.36405
C 4.59838 -2.00611 -0.28892
H 7.90655 -2.42975 -0.25315
H 6.82389 -3.53953 -1.10791
H 6.80994 -3.46668 0.67403
H 7.15936 -0.07262 -0.40637
H 4.71263 1.18245 -0.49966
H 4.12371 -2.97380 -0.27872
S -2.02664 -1.40742 -2.83519
P -2.58943 -0.72453 -1.09482
S 1.28843 -2.16180 -1.33374
C -4.34733 -0.91749 -0.73734
C -5.29356 -0.14924 -1.41795
C -6.63961 -0.30446 -1.13613
C -7.04866 -1.22343 -0.17372
C -6.11344 -1.98863 0.50527
C -4.76057 -1.83470 0.22385
C -2.28401 1.05594 -0.89076
C -2.67095 1.65523 0.31012
C -2.42755 3.00315 0.53376
C -1.79919 3.76575 -0.44660
C -1.42239 3.17481 -1.64575
C -1.65911 1.82374 -1.86524
H -4.97353 0.56488 -2.16754
H -7.37201 0.28863 -1.66821
H -8.10258 -1.34075 0.04352
H -6.43287 -2.70426 1.25162
H -4.02814 -2.43676 0.74888
H -3.17880 1.06767 1.06872
H -2.74267 3.46154 1.46298
H -1.62252 4.82127 -0.28173
H -0.94815 3.76923 -2.41646
H -1.35914 1.35825 -2.79615